The following is a quantum chemistry calculation of one molecule with the formula CH3NOS in a non-equilibrium geometry, from the Open Molecules 2025 dataset.

Structure (XYZ):
```
7
CH3NOS, DFT ωB97M-V/def2-TZVPD
H 1.524 0.759 -0.423
N 1.474 -0.112 -0.030
C 0.490 -0.834 0.021
S -1.224 -0.487 -0.280
O -1.065 1.084 0.132
H 0.763 -1.825 0.433
H -1.962 1.414 0.147
```

Calculated values
energy relative to the best compared isomer or geometry (same formula, charge and spin): 216.7 kJ/mol
2S+1: 1
highest occupied orbital energy: -8.834 eV
DFT total energy: -15456.563 eV

=====

The following is a quantum chemistry calculation of one molecule with the formula C21H22N2O4S, from the Open Molecules 2025 dataset.

Structure (XYZ):
```
50
C21H22N2O4S, DFT ωB97M-V/def2-TZVPD
C -4.228 1.279 0.519
O -2.953 1.856 0.647
C -2.278 2.217 -0.487
C -2.811 2.133 -1.767
C -2.077 2.565 -2.860
C -0.809 3.082 -2.688
C -0.269 3.148 -1.414
C -0.981 2.720 -0.308
C -0.379 2.811 1.072
N -0.461 1.581 1.825
C 0.579 0.729 1.943
O 1.701 0.961 1.532
C 0.270 -0.465 2.797
C -0.335 -0.277 4.035
C -0.489 -1.328 4.920
C -0.023 -2.588 4.580
C 0.564 -2.797 3.348
C 0.703 -1.746 2.445
N 1.271 -1.998 1.196
C 0.839 -1.454 0.023
O -0.133 -0.723 -0.043
C 1.627 -1.857 -1.160
C 1.587 -1.152 -2.310
C 0.814 0.118 -2.465
O 2.254 -1.434 -3.458
C 2.959 -2.647 -3.575
C 3.801 -2.939 -2.345
S 2.671 -3.295 -0.974
H -4.553 1.051 1.533
H -4.191 0.353 -0.064
H -4.941 1.972 0.061
H -3.801 1.736 -1.926
H -2.510 2.496 -3.847
H -0.239 3.426 -3.538
H 0.728 3.539 -1.273
H -0.900 3.590 1.643
H 0.680 3.067 0.997
H -1.393 1.229 1.979
H -0.659 0.715 4.314
H -0.956 -1.163 5.880
H -0.122 -3.409 5.274
H 0.920 -3.779 3.070
H 1.985 -2.712 1.156
H 1.145 0.614 -3.374
H 0.957 0.765 -1.605
H -0.251 -0.091 -2.534
H 2.258 -3.475 -3.746
H 3.589 -2.526 -4.461
H 4.415 -2.078 -2.079
H 4.423 -3.820 -2.487
```

Calculated values
energy relative to the best compared isomer or geometry (same formula, charge and spin): 120.5 kJ/mol
2S+1: 1
highest occupied orbital energy: -8.037 eV
DFT total energy: -44139.998 eV

=====

The following is a quantum chemistry calculation of one molecule with the formula C3H10NOS in a non-equilibrium geometry, from the Open Molecules 2025 dataset.

Structure (XYZ):
```
16
C3H10NOS, DFT ωB97M-V/def2-TZVPD
C -0.783 -1.022 0.778
O -0.584 -2.295 0.155
C -0.257 0.099 -0.123
C 0.428 1.193 0.668
S 1.185 2.508 -0.396
N 0.661 -0.463 -1.209
H -1.858 -0.843 0.892
H -0.274 -1.002 1.734
H -1.379 -2.833 0.260
H -1.071 0.519 -0.708
H -0.231 1.751 1.333
H 1.253 0.767 1.236
H 0.294 3.460 -0.076
H 0.237 -0.375 -2.197
H 1.583 0.007 -1.262
H 0.796 -1.469 -1.085
```

Calculated values
energy relative to the best compared isomer or geometry (same formula, charge and spin): 235.7 kJ/mol
2S+1: 2
highest occupied orbital energy (alpha / beta): -3.384 / -9.601 eV
DFT total energy: -17642.356 eV

=====

The following is a quantum chemistry calculation of C2H4ClNOS as an isolated structure in a non-equilibrium geometry, from the Open Molecules 2025 dataset.

Structure (XYZ):
```
10
C2H4ClNOS, DFT ωB97M-V/def2-TZVPD
C -0.041 -1.601 0.056
C 0.425 0.983 -0.860
N -0.092 -0.310 0.510
O 0.631 -1.894 -0.905
S -0.648 0.456 1.875
Cl -0.654 2.321 -0.703
H -0.352 -2.337 0.767
H 1.257 1.266 -0.150
H 0.626 0.575 -1.799
H 0.502 1.174 1.982
```

Calculated values
energy relative to the best compared isomer or geometry (same formula, charge and spin): 262.4 kJ/mol
2S+1: 1
highest occupied orbital energy: -8.985 eV
DFT total energy: -29031.300 eV

=====

The following is a quantum chemistry calculation of C13H23ErF3NO4P2 as an isolated structure in a non-equilibrium geometry, from the Open Molecules 2025 dataset.

Structure (XYZ):
```
47
C13H23ErF3NO4P2, DFT ωB97M-V/def2-TZVPD
Er -0.160 0.236 1.158
P -2.207 1.863 0.188
C -2.215 1.066 -1.487
C -0.896 0.574 -2.053
N 0.021 0.048 -1.207
C 1.151 -0.506 -1.715
C 1.476 -0.381 -3.060
C 0.541 0.169 -3.942
C -0.672 0.624 -3.421
C 2.190 -1.079 -0.759
P 1.622 -1.857 0.834
H -1.481 1.064 -4.007
H 2.486 -0.700 -3.327
H 0.753 0.250 -5.013
H 2.791 -1.824 -1.307
H 2.877 -0.261 -0.476
H -2.877 0.187 -1.349
H -2.674 1.749 -2.221
H -2.482 -3.618 0.750
O -2.681 -2.905 0.093
H -3.517 -3.123 -0.372
H -1.329 -3.423 3.018
O -1.155 -3.870 2.162
H -1.022 -4.823 2.396
C 1.465 -3.592 0.284
H 2.443 -4.039 0.044
H 0.985 -4.144 1.098
H 0.807 -3.617 -0.593
C 3.229 -1.978 1.701
H 3.022 -2.401 2.688
H 3.946 -2.633 1.185
H 3.671 -0.983 1.826
C -1.687 3.578 -0.246
H -2.442 4.020 -0.920
H -1.663 4.159 0.691
H -0.692 3.573 -0.719
C -3.982 2.270 0.426
H -4.092 2.638 1.452
H -4.368 3.052 -0.253
H -4.591 1.364 0.314
F 2.102 3.532 3.806
C 2.289 3.239 2.502
F 2.024 4.329 1.742
F 3.585 2.900 2.290
C 1.377 2.062 2.061
O 0.714 1.416 2.929
O 1.320 1.794 0.809
```

Calculated values
2S+1: 4
total charge: +2
highest occupied orbital energy (alpha / beta): -15.854 / -15.854 eV
DFT total energy: -77874.634 eV

=====

The following is a quantum chemistry calculation of one molecule with the formula C18H20BrN3O3S, from the Open Molecules 2025 dataset.

Structure (XYZ):
```
46
C18H20BrN3O3S, DFT ωB97M-V/def2-TZVPD
O 3.626 1.618 0.174
C 2.537 1.449 0.690
N 2.251 0.382 1.458
C 3.148 -0.761 1.517
C 2.602 -1.866 0.655
C 2.767 -1.835 -0.725
C 2.182 -2.824 -1.494
C 1.450 -3.808 -0.849
N 1.289 -3.853 0.461
C 1.844 -2.901 1.188
C 1.445 2.522 0.547
C 1.486 3.043 -0.897
C 0.995 1.953 -1.848
C -0.418 1.514 -1.469
N -0.483 1.126 -0.081
S -0.839 -0.427 0.316
O -0.370 -1.308 -0.707
O -0.423 -0.625 1.679
C -2.630 -0.430 0.277
C -3.321 0.212 1.287
C -4.704 0.249 1.252
C -5.365 -0.361 0.196
Br -7.259 -0.307 0.139
C -4.675 -1.010 -0.817
C -3.292 -1.041 -0.771
C 0.009 2.093 0.869
H 1.302 0.167 1.730
H 3.231 -1.087 2.558
H 4.123 -0.423 1.154
H 3.343 -1.041 -1.180
H 2.285 -2.828 -2.568
H 0.968 -4.603 -1.404
H 1.677 -2.970 2.256
H 1.725 3.333 1.230
H 0.854 3.930 -0.988
H 2.512 3.315 -1.145
H 0.998 2.317 -2.877
H 1.661 1.092 -1.785
H -1.129 2.333 -1.643
H -0.722 0.646 -2.054
H -2.772 0.663 2.098
H -5.264 0.741 2.033
H -5.212 -1.484 -1.624
H -2.714 -1.545 -1.529
H -0.635 2.983 0.826
H -0.081 1.658 1.864
```

Calculated values
energy relative to the best compared isomer or geometry (same formula, charge and spin): 3.6 kJ/mol
2S+1: 1
highest occupied orbital energy: -9.116 eV
DFT total energy: -110481.670 eV